# 1
13
Properties=species:S:1:pos:R:3 method="wB97M-V/def2-TZVPD" lumo_ev="0.9 / -2.3" s2=2.0078 e_above_lowest_kcal_mol=44.7 spin_multiplicity=3 homo_ev="-4.8668 / -8.8989" total_energy_ha=-609.337367 orbital_gap_ev="5.80 / 6.60"
C 0.375 -0.421 0.171
C 1.195 0.756 -0.266
C 0.638 1.150 -1.658
C -1.368 -1.395 1.480
N -0.368 -1.281 0.525
S 0.820 1.567 1.273
H 2.324 0.541 -0.388
H -0.401 0.698 -1.790
H 1.310 0.617 -2.356
H 0.528 2.220 -2.006
H -1.795 -2.474 1.468
H -2.208 -0.808 1.096
H -1.052 -1.169 2.450

# 2
12
Properties=species:S:1:pos:R:3 method="wB97M-V/def2-TZVPD" lumo_ev="-0.6 / -0.7" e_above_lowest_kcal_mol=114.3 homo_ev="-9.0149 / -7.0121" total_energy_ha=-483.345196 orbital_gap_ev="8.39 / 6.34"
C -1.872 2.027 -0.800
C 2.935 0.815 0.726
C -1.048 1.326 -0.260
C 1.861 0.341 0.434
C -0.709 -1.676 -0.596
Si 0.103 0.013 0.058
H -2.640 2.638 -1.196
H 3.911 1.124 0.817
H -1.257 -2.056 0.316
H -1.496 -1.492 -1.366
H 0.061 -2.322 -0.877
H 0.149 -0.737 2.745

# 3
73
Properties=species:S:1:pos:R:3 method="wB97M-V/def2-TZVPD" total_charge=+1 lumo_ev="-5.8 / -5.7" s2=2.0184 e_above_lowest_kcal_mol=34.9 spin_multiplicity=3 homo_ev="-10.2755 / -10.3312" total_energy_ha=-1838.374358 orbital_gap_ev="4.51 / 4.61"
Au -1.232 1.735 0.705
C 2.234 1.169 0.449
C 1.386 2.272 0.338
C 1.144 1.325 2.485
C 2.121 0.626 1.780
C 0.654 2.451 1.629
C 3.192 0.679 -0.577
H 3.204 1.340 -1.452
H 2.971 -0.349 -0.915
H 4.214 0.659 -0.166
C 3.012 -0.424 2.326
H 3.932 -0.491 1.732
H 2.524 -1.408 2.351
H 3.300 -0.178 3.358
C 0.796 1.086 3.899
H 1.646 1.280 4.578
H 0.502 0.039 4.049
H -0.035 1.730 4.206
C 0.607 3.821 2.253
H 1.637 4.145 2.491
H 0.021 3.802 3.182
H 0.168 4.570 1.587
C 1.353 3.210 -0.811
H 2.312 3.733 -0.966
H 0.580 3.971 -0.664
H 1.121 2.646 -1.728
C 2.498 -3.356 -1.329
C 3.249 -2.690 -2.228
C 2.855 -1.951 -3.480
C 1.771 -2.657 -4.332
C 0.450 -2.610 -3.647
C 0.086 -1.722 -2.680
C 0.434 -1.874 -1.242
C 1.032 -3.279 -0.968
H 3.745 -1.797 -4.114
H 2.044 -3.700 -4.565
H 2.461 -0.965 -3.183
H 0.446 -4.020 -1.540
H 3.042 -4.073 -0.701
H 4.345 -2.692 -2.089
H 0.896 -3.497 0.108
H 1.111 -1.076 -0.880
H -0.538 -0.835 -2.901
H -0.503 -1.785 -0.673
H 1.668 -2.164 -5.319
H -0.243 -3.343 -4.049
P -2.200 0.095 -0.758
C -2.838 -1.648 -1.160
C -2.614 0.727 -2.448
P -3.483 2.138 0.753
C -3.770 0.411 0.184
C -3.984 3.137 -0.700
C -4.857 2.209 1.952
H -2.720 -2.293 -0.282
H -2.286 -2.069 -2.010
H -3.907 -1.597 -1.417
H -3.662 0.515 -2.688
H -2.003 0.147 -3.145
H -2.386 1.782 -2.603
H -5.789 1.853 1.477
H -5.007 3.244 2.282
H -4.662 1.569 2.828
H -3.740 -0.299 1.035
H -4.711 0.261 -0.378
H -4.402 4.083 -0.345
H -4.736 2.649 -1.331
H -3.108 3.364 -1.315
B 0.602 -2.248 4.436
C 0.100 -2.286 2.969
N -0.275 -2.345 1.863
H -0.233 -1.695 5.154
H 1.689 -1.660 4.506
H 0.769 -3.396 4.837

# 4
78
Properties=species:S:1:pos:R:3 method="wB97M-V/def2-TZVPD" total_charge=+2 lumo_ev="-4.9 / -8.6" s2=2.0288 e_above_lowest_kcal_mol=2.9 spin_multiplicity=3 homo_ev="-13.5709 / -13.5735" total_energy_ha=-8645.061679 orbital_gap_ev="8.68 / 5.00"
Au -0.700 -0.957 -0.242
Cl -3.892 -0.953 -0.925
C -3.172 -2.507 -0.844
C -1.776 -2.594 -0.545
C -1.226 -3.923 -0.412
Cl 0.436 -4.071 -0.047
C -1.974 -5.063 -0.616
Cl -1.305 -6.629 -0.508
C -3.345 -4.915 -0.941
Cl -4.283 -6.279 -1.188
C -3.943 -3.625 -1.059
Cl -5.589 -3.509 -1.443
C 5.436 -0.210 -0.580
Ge 5.449 -1.718 0.639
C 4.890 -3.361 -0.224
C 7.066 -1.860 1.684
C 3.997 -1.390 2.060
Se 2.401 -0.898 1.209
C 2.564 1.015 1.323
H 6.123 -0.424 -1.401
H 5.779 0.702 -0.090
H 4.446 -0.040 -1.010
H 5.465 -3.512 -1.138
H 3.831 -3.328 -0.493
H 5.059 -4.217 0.430
H 7.900 -2.093 1.019
H 6.983 -2.656 2.424
H 7.283 -0.921 2.192
H 4.332 -0.625 2.758
H 3.857 -2.353 2.550
H 3.561 1.290 0.985
H 2.414 1.295 2.364
H 1.793 1.436 0.687
C 0.907 0.193 -4.960
N 1.089 -0.227 -3.562
C 1.532 -1.602 -3.312
C 0.794 0.576 -2.545
C 0.299 1.964 -2.841
O 0.932 0.187 -1.358
H 1.126 -0.654 -5.603
H 1.583 1.006 -5.220
H -0.119 0.507 -5.147
H 2.273 -1.878 -4.058
H 0.691 -2.295 -3.373
H 1.969 -1.670 -2.322
H 0.969 2.494 -3.518
H 0.214 2.513 -1.909
H -0.682 1.924 -3.320
O -0.353 0.415 1.473
S -1.568 0.845 2.319
C -2.008 -0.603 3.327
C -0.840 -1.296 3.963
C -0.554 -1.121 5.313
C 0.532 -1.766 5.893
C 1.338 -2.599 5.129
C 1.044 -2.797 3.785
C -0.038 -2.146 3.207
C -0.830 1.915 3.553
C -1.871 2.433 4.518
C -3.029 3.055 4.055
C -3.977 3.527 4.953
C -3.767 3.394 6.319
C -2.609 2.794 6.784
C -1.666 2.311 5.886
H -2.523 -1.250 2.614
H -2.745 -0.237 4.045
H -1.198 -0.496 5.919
H 0.737 -1.633 6.948
H 2.172 -3.116 5.588
H 1.637 -3.488 3.196
H -0.288 -2.327 2.171
H -0.380 2.710 2.956
H -0.040 1.345 4.045
H -3.191 3.184 2.989
H -4.873 4.010 4.586
H -4.502 3.769 7.019
H -2.433 2.706 7.848
H -0.753 1.856 6.254

# 5
19
Properties=species:S:1:pos:R:3 method="wB97M-V/def2-TZVPD" lumo_ev=0.7 e_above_lowest_kcal_mol=62.1 homo_ev=-6.8129 total_energy_ha=-406.421077 orbital_gap_ev=7.51
B 0.453 0.427 0.275
C 1.810 1.015 0.703
C 2.190 0.563 1.935
C 1.406 -0.326 2.693
C 0.204 -0.792 2.260
C -1.265 -1.162 0.473
C -1.510 -0.886 -0.888
C -0.825 0.708 -2.630
N -0.173 -0.529 0.993
N -0.668 -0.115 -1.465
H 2.474 1.759 0.209
H 3.078 0.820 2.453
H 1.675 -0.704 3.641
H -0.228 -1.655 2.670
H -2.017 -1.632 1.205
H -2.427 -1.230 -1.470
H -1.606 0.373 -3.236
H -0.973 1.747 -2.322
H 0.209 0.686 -3.122

# 6
11
Properties=species:S:1:pos:R:3 method="wB97M-V/def2-TZVPD" lumo_ev=0.9 smiles="O=CCCO" e_above_lowest_kcal_mol=33.0 homo_ev=-10.1098 total_energy_ha=-268.352658 orbital_gap_ev=11.03
O -0.071 0.345 2.004
C -0.553 -0.351 1.134
C -0.850 0.186 -0.243
C 0.553 0.180 -0.918
O 1.509 -0.486 -0.110
H -0.684 -1.436 1.294
H -1.575 -0.440 -0.774
H -1.260 1.196 -0.149
H 0.521 -0.375 -1.856
H 0.885 1.203 -1.126
H 1.525 -0.021 0.744